{"formula": "C42H35ClN6O5SW", "method": "ωB97M-V with the def2-TZVPD basis set", "spin_multiplicity": 3, "orbital_gap_ev": [5.385, 7.340], "homo_ev": [-5.9, -8.0], "lumo_energy_ev": [-0.52, -0.67], "de_lowest_kcal_mol": 5.8, "symbols": ["W", "Cl", "C", "C", "C", "C", "O", "C", "C", "N", "C", "C", "C", "C", "C", "C", "C", "C", "N", "C", "C", "H", "H", "H", "H", "H", "H", "H", "H", "H", "H", "O", "C", "C", "C", "C", "C", "C", "C", "O", "N", "N", "C", "C", "C", "C", "C", "C", "C", "O", "H", "H", "H", "H", "H", "H", "H", "H", "H", "H", "C", "C", "N", "C", "C", "C", "S", "N", "C", "O", "C", "C", "C", "C", "C", "C", "H", "H", "H", "H", "H", "H", "H", "H", "H", "H", "H", "H", "H", "H", "H"], "xyz": [[-1.178779, -1.285856, 0.753582], [-1.977400, -8.264555, 2.334440], [-1.896890, -6.523726, 2.287825], [-1.539455, -5.828784, 3.437940], [-1.481652, -4.445420, 3.383650], [-1.760916, -3.753404, 2.215558], [-1.719141, -2.398041, 2.254041], [-2.121982, -4.456394, 1.034514], [-2.436237, -3.848668, -0.206046], [-2.230341, -2.522062, -0.491044], [-2.685868, -1.967479, -1.679073], [-3.530464, -2.562625, -2.593165], [-3.907729, -1.886401, -3.771454], [-3.466317, -0.626097, -4.057834], [-2.608460, 0.027396, -3.140105], [-2.098254, 1.329526, -3.328310], [-1.257936, 1.884272, -2.404157], [-0.928183, 1.147448, -1.260151], [-1.407817, -0.060379, -1.048881], [-2.229043, -0.644414, -1.967216], [-2.185086, -5.866938, 1.118361], [-1.319272, -6.361793, 4.351600], [-1.226953, -3.870051, 4.264345], [-2.770158, -4.490942, -1.009799], [-3.931466, -3.547773, -2.406056], [-4.574852, -2.388589, -4.460179], [-3.768843, -0.114421, -4.961912], [-2.375232, 1.877745, -4.220825], [-0.839582, 2.871177, -2.536329], [-0.270094, 1.549421, -0.500041], [-2.458176, -6.435062, 0.238507], [-5.408591, 0.372167, 0.177530], [-5.259975, 1.536434, 0.837962], [-6.330561, 2.431349, 0.784795], [-6.258911, 3.645566, 1.432453], [-5.117956, 4.001641, 2.150629], [-4.056736, 3.124740, 2.202638], [-4.102134, 1.885778, 1.553913], [-2.933773, 0.985724, 1.612479], [-3.029380, -0.187150, 1.064933], [-1.842956, 1.408603, 2.190550], [-0.841178, 0.448603, 2.120228], [0.231425, 0.750819, 2.748518], [1.418890, -0.124035, 2.775646], [1.474270, -1.218596, 3.627107], [2.588071, -2.043377, 3.629324], [3.641448, -1.779912, 2.766890], [3.588032, -0.705983, 1.890753], [2.479705, 0.124589, 1.900102], [0.469837, -1.561048, 0.482652], [-4.603402, -0.159539, 0.337247], [-7.209288, 2.137753, 0.226338], [-7.100889, 4.324582, 1.383000], [-5.066005, 4.952997, 2.662005], [-3.158890, 3.374496, 2.750511], [0.254931, 1.720806, 3.242129], [0.630616, -1.427259, 4.273156], [2.624208, -2.899039, 4.289877], [4.504556, -2.432416, 2.751185], [4.380322, -0.550611, 1.171996], [6.885987, 1.053737, -0.193376], [6.047000, 2.315800, -0.326348], [4.791474, 2.214036, 0.419947], [4.721478, 2.881810, 1.715083], [4.299087, 4.337840, 1.597322], [3.775359, 1.545375, -0.153075], [2.210695, 1.442921, 0.746611], [3.844738, 1.111879, -1.355991], [2.990830, 0.117579, -1.819540], [2.962343, -0.984547, -1.318089], [2.154442, 0.446461, -3.016309], [1.267834, -0.523438, -3.479081], [0.486967, -0.272955, -4.594579], [0.587514, 0.948132, -5.251564], [1.457949, 1.922535, -4.783851], [2.240471, 1.673533, -3.664354], [7.818498, 1.157356, -0.748886], [6.343587, 0.195801, -0.590351], [7.131964, 0.860357, 0.852416], [5.814624, 2.510711, -1.372532], [6.583643, 3.180829, 0.065002], [5.714616, 2.802921, 2.161396], [4.043133, 2.335945, 2.366803], [4.968349, 4.887324, 0.933412], [4.317411, 4.821818, 2.574419], [3.286207, 4.406459, 1.198907], [1.214849, -1.466481, -2.949743], [-0.200397, -1.028438, -4.954831], [-0.016563, 1.140445, -6.129969], [1.536364, 2.872074, -5.297973], [2.936437, 2.417387, -3.299209]], "atomic_forces_ev_per_a": [[-0.38, 0.41, 0.13], [0.00, 0.00, 0.00], [-0.01, -0.01, -0.01], [0.00, 0.02, 0.01], [-0.01, -0.01, 0.02], [-0.09, 0.07, 0.03], [0.20, -0.29, -0.02], [-0.01, -0.02, -0.02], [0.00, 0.01, 0.02], [0.06, -0.01, -0.05], [0.03, -0.02, -0.02], [-0.02, 0.00, 0.00], [0.00, -0.01, 0.00], [0.01, 0.02, 0.02], [-0.03, -0.01, 0.03], [-0.01, 0.02, 0.01], [-0.01, 0.00, 0.02], [-0.03, 0.03, 0.01], [0.03, -0.06, -0.08], [0.00, 0.00, -0.03], [-0.01, -0.01, 0.00], [0.00, 0.00, 0.00], [0.01, 0.00, -0.01], [0.00, 0.00, 0.00], [0.00, 0.00, 0.00], [0.00, 0.00, 0.00], [0.00, 0.00, 0.00], [0.00, 0.00, 0.00], [-0.01, 0.00, 0.00], [-0.03, -0.01, -0.03], [0.00, 0.00, 0.00], [0.03, -0.01, 0.00], [0.01, 0.01, 0.00], [0.00, 0.00, 0.00], [0.00, 0.00, 0.00], [0.01, 0.00, 0.00], [-0.01, 0.00, 0.01], [-0.01, -0.02, 0.00], [-0.05, 0.03, -0.03], [0.09, -0.06, 0.00], [0.06, 0.02, 0.04], [-0.02, -0.04, -0.03], [0.02, 0.14, -0.05], [0.06, -0.12, -0.01], [0.00, 0.01, 0.00], [0.02, -0.01, -0.01], [-0.01, -0.01, 0.00], [-0.01, 0.00, 0.00], [-0.08, 0.04, 0.02], [0.10, -0.09, 0.01], [-0.01, 0.00, 0.01], [0.00, 0.00, 0.00], [0.00, 0.00, 0.00], [0.00, 0.00, 0.00], [0.00, 0.00, 0.00], [-0.01, 0.00, 0.03], [0.00, 0.01, 0.00], [0.01, 0.00, 0.00], [0.00, 0.00, 0.00], [0.02, 0.00, -0.01], [0.01, 0.01, 0.01], [0.00, 0.01, 0.02], [0.06, 0.01, 0.00], [0.01, -0.02, 0.01], [0.01, 0.00, 0.00], [-0.15, 0.04, -0.13], [0.07, -0.03, 0.06], [0.12, 0.01, 0.03], [-0.12, -0.06, 0.08], [0.05, 0.01, -0.01], [0.02, 0.03, -0.01], [0.00, -0.02, -0.01], [0.04, -0.02, -0.01], [0.02, 0.01, -0.01], [0.00, -0.01, -0.02], [0.01, -0.01, 0.00], [0.00, -0.01, 0.00], [0.00, 0.01, -0.01], [0.00, 0.00, 0.00], [0.00, -0.01, 0.00], [0.00, 0.00, 0.00], [0.00, 0.01, 0.01], [0.01, 0.00, 0.00], [0.00, 0.00, 0.00], [0.00, 0.00, 0.00], [0.00, 0.00, 0.00], [0.00, 0.00, 0.00], [0.00, 0.00, 0.00], [0.00, 0.00, -0.01], [0.00, 0.00, 0.00], [0.00, 0.01, 0.00]]}